Computed, not measured: C49H132F3MnN12O15S as an isolated structure, with ωB97M-V with the def2-TZVPD basis set.

Geometry as ORCA input:
```
! RIJCOSX wB97M-V def2-TZVPD def2/J DEFGRID3
* xyz 1 6
Mn 18.22395 11.60337 -9.69710
C 17.64900 14.61734 -6.44201
F 18.54379 13.79305 -5.88849
F 17.06768 15.34083 -5.49548
F 18.33587 15.46964 -7.22350
S 16.40644 13.58881 -7.37642
O 15.71954 12.84621 -6.34632
O 15.52823 14.50089 -8.06425
O 17.23076 12.76218 -8.26257
C 19.12293 11.73668 -2.39201
C 20.38977 11.52326 -1.57696
C 21.43906 10.61485 -2.26509
O 20.87982 9.33641 -2.42728
C 21.84955 8.35943 -2.75083
N 21.01301 12.83645 -1.39248
H 18.52950 10.82313 -2.48728
H 19.37531 12.08860 -3.39167
H 18.41350 12.38651 -1.87531
H 20.13433 11.03615 -0.62962
H 22.32083 10.54270 -1.62012
H 21.69192 11.15734 -3.18564
H 22.31620 8.53995 -3.72519
H 21.29554 7.42350 -2.81199
H 22.62838 8.29607 -1.98682
H 21.80738 12.76930 -0.75609
H 20.36092 13.33267 -0.78564
C 17.54892 17.92467 -2.75804
C 16.98118 19.32266 -2.44549
C 15.47538 19.33716 -2.74654
O 15.14610 19.05816 -4.09418
C 15.53604 20.04084 -5.05329
N 17.25932 19.66596 -1.05854
H 17.33701 17.55265 -3.76251
H 17.17484 17.11013 -2.12899
H 18.62991 17.95277 -2.61166
H 17.50344 19.94625 -3.17242
H 15.05535 20.29751 -2.41673
H 14.99354 18.61544 -2.08138
H 15.27622 19.63473 -6.02845
H 16.61610 20.20973 -5.02673
H 15.06665 21.01608 -4.90146
H 16.55724 19.21162 -0.47897
H 17.05810 20.65231 -0.91641
C 15.67928 11.97756 -13.24960
C 17.02652 11.82072 -12.55972
C 18.03767 12.73812 -13.28114
O 19.32273 12.42235 -12.71491
C 20.45653 12.72586 -13.50194
N 16.88285 12.27564 -11.14832
H 15.22226 12.96626 -13.20314
H 14.93429 11.27405 -12.87212
H 15.76723 11.74532 -14.31511
H 17.41549 10.81062 -12.68375
H 17.93349 13.82411 -13.33316
H 18.13160 12.37631 -14.31220
H 20.49948 13.79636 -13.71662
H 20.42553 12.18210 -14.45436
H 21.36558 12.32992 -13.05222
H 16.04841 11.79936 -10.78947
H 16.54976 13.25378 -11.20127
C 21.92500 13.78501 -9.91520
C 20.82671 12.78237 -9.56964
C 20.75171 12.37657 -8.11138
O 19.70170 11.39438 -8.00216
C 19.82955 10.59226 -6.83057
N 19.52640 13.34988 -9.99795
H 22.92639 13.43592 -9.70788
H 21.81642 14.70961 -9.34425
H 21.95265 14.15559 -10.94036
H 21.03119 11.84244 -10.09765
H 20.60386 13.23289 -7.44638
H 21.69911 11.94740 -7.77392
H 20.76031 10.02806 -6.75682
H 18.98406 9.91237 -6.74674
H 19.73376 11.23942 -5.95532
H 19.60588 13.48716 -11.00768
H 19.53968 14.36471 -9.80889
C 21.11854 15.54276 -4.10764
C 22.03302 14.45426 -4.60302
C 23.00624 14.97765 -5.66292
O 23.50068 13.90242 -6.46472
C 23.98804 14.32799 -7.71159
N 22.81601 13.94318 -3.45694
H 21.70730 16.40214 -3.78212
H 20.49875 15.10725 -3.32068
H 20.37274 15.94444 -4.79898
H 21.44022 13.65578 -5.07026
H 23.86039 15.49695 -5.22402
H 22.40202 15.66039 -6.27430
H 23.34521 15.00315 -8.27649
H 24.05618 13.50064 -8.41037
H 24.96475 14.78914 -7.54101
H 22.14085 13.69160 -2.72691
H 23.15492 13.05431 -3.82029
C 15.85859 7.88090 -9.30692
C 15.99205 9.40410 -9.42580
C 14.74845 10.22026 -9.01481
O 14.48831 11.13804 -10.05188
C 13.35007 11.95194 -9.77522
N 17.22676 9.88444 -8.74179
H 15.34327 7.40868 -10.14224
H 15.20259 7.64663 -8.46027
H 16.78042 7.35338 -9.06257
H 16.09015 9.54306 -10.50739
H 14.79534 10.58483 -7.98432
H 13.91436 9.51430 -8.89596
H 13.26358 12.68825 -10.57376
H 13.53732 12.59045 -8.90442
H 12.44015 11.37788 -9.60433
H 17.85597 9.08382 -8.69292
H 16.97448 9.93176 -7.73888
C 18.14576 22.40496 -4.38255
C 19.19436 22.20558 -5.48614
C 18.93975 21.01492 -6.35539
O 19.13597 19.84546 -5.59954
C 18.81734 18.65926 -6.27032
N 19.19698 23.43698 -6.31058
H 18.22110 21.55667 -3.69206
H 17.16340 22.41562 -4.85794
H 18.31443 23.25129 -3.71890
H 20.19471 22.22414 -5.04694
H 19.62677 21.00066 -7.21023
H 17.91872 21.06763 -6.76498
H 19.18639 17.77483 -5.75258
H 19.13655 18.61443 -7.31753
H 17.72805 18.51651 -6.28624
H 19.39856 24.23206 -5.71575
H 18.21910 23.58127 -6.55798
C 17.30675 7.86242 -4.72506
C 16.07143 8.20406 -5.53546
C 14.74346 7.92510 -4.85493
O 14.56618 6.51844 -4.73103
C 13.61850 6.13068 -3.73764
N 16.15000 9.62360 -5.91854
H 18.22046 8.35449 -5.04962
H 17.44310 6.77734 -4.78248
H 17.29165 7.99178 -3.63961
H 16.05784 7.62600 -6.46380
H 13.89720 8.39558 -5.36969
H 14.74296 8.44124 -3.88451
H 12.74996 6.79785 -3.71622
H 14.05854 6.17145 -2.74002
H 13.27606 5.15669 -4.07709
H 15.21672 9.91583 -6.20832
H 16.30244 10.19356 -5.09059
C 10.44099 16.02471 -3.31682
C 10.68196 17.18058 -4.31104
C 12.16088 17.39872 -4.56075
O 12.74773 16.17847 -4.98020
C 14.07741 16.32458 -5.45332
N 9.95262 16.91062 -5.56761
H 9.37851 15.89109 -3.10250
H 10.92192 16.20079 -2.35290
H 10.79771 15.08382 -3.74014
H 10.22824 18.03146 -3.79595
H 12.67856 17.72084 -3.65055
H 12.32515 18.16511 -5.32693
H 14.20783 17.12095 -6.19062
H 14.35634 15.37220 -5.89901
H 14.72275 16.49761 -4.58854
H 9.42824 16.06244 -5.37521
H 10.63439 16.57115 -6.24213
C 14.34817 15.97327 -11.94657
C 15.76712 16.32020 -11.43607
C 15.68935 17.52267 -10.51327
O 16.99810 17.99890 -10.30399
C 17.08140 19.17221 -9.50028
N 16.32743 15.10385 -10.82254
H 13.84424 16.83899 -12.38371
H 13.64072 15.59440 -11.20615
H 14.39987 15.24346 -12.75501
H 16.38055 16.53872 -12.31247
H 15.12735 17.20928 -9.62230
H 15.05006 18.29534 -10.95578
H 16.66684 20.05886 -9.98967
H 18.13559 19.40731 -9.36463
H 16.53628 18.96859 -8.57746
H 17.31101 15.27596 -10.62358
H 15.86287 15.00106 -9.92147
C 13.80632 12.84275 -3.53028
C 13.43707 11.44415 -4.04397
C 12.09596 10.89867 -3.55881
O 12.15464 10.69820 -2.14876
C 11.11236 9.84341 -1.70956
N 13.53826 11.38819 -5.50893
H 14.74750 13.16730 -3.98033
H 13.95787 12.88422 -2.45069
H 13.08983 13.61280 -3.82940
H 14.18731 10.71708 -3.71718
H 11.93489 9.95320 -4.08680
H 11.27337 11.61034 -3.68971
H 11.37938 8.80896 -1.94788
H 10.16018 10.14772 -2.14948
H 11.08987 9.92562 -0.62392
H 12.73875 11.92625 -5.85662
H 14.26115 12.03467 -5.84533
C 19.50208 17.06850 -12.33252
C 20.32701 16.77736 -11.09455
C 21.12271 17.96307 -10.60163
O 21.91263 17.61761 -9.47787
C 22.64604 18.74983 -9.03626
N 19.31167 16.31966 -10.10759
H 18.84503 16.23240 -12.57829
H 20.12103 17.25089 -13.21569
H 18.85640 17.94517 -12.24619
H 21.00769 15.96095 -11.34693
H 20.39768 18.77016 -10.42199
H 21.80179 18.34277 -11.37412
H 21.98817 19.47962 -8.55364
H 23.20175 19.18802 -9.86742
H 23.35224 18.50614 -8.24282
H 18.56321 17.00021 -10.24983
H 19.67595 16.58569 -9.19043
*
```

Output
- electronic energy (a.u.) = -5580.279891

These are the Löwdin partial charges, in e, on atoms 1 to 99: 0.948 -0.634 0.124 0.149 0.120 0.527 -0.301 -0.293 -0.365 -0.051 -0.419 -0.214 -0.186 -0.104 0.019 0.073 0.065 0.081 0.140 0.126 0.116 0.086 0.089 0.089 0.094 0.092 -0.054 -0.438 -0.201 -0.205 -0.082 0.051 0.054 0.079 0.077 0.089 0.124 0.126 0.082 0.042 0.095 0.074 0.072 -0.044 -0.355 -0.156 -0.261 -0.092 -0.002 0.075 0.082 0.087 0.143 0.129 0.127 0.092 0.093 0.091 0.050 0.058 -0.043 -0.365 -0.150 -0.272 -0.051 0.025 0.056 0.071 0.078 0.145 0.128 0.138 0.104 0.062 0.092 0.066 0.059 -0.063 -0.445 -0.186 -0.182 -0.128 0.046 0.093 0.074 0.053 0.119 0.134 0.118 0.058 0.067 0.101 0.009 0.064 -0.039 -0.355 -0.178 -0.222 -0.055